[1]
98
Properties=species:S:1:pos:R:3:forces:R:3 method="wB97M-V/def2-TZVPD" e_lumo_ev=2.244 fmax_ev_per_a=2.27 total_charge=-1 homo_lumo_gap_ha=0.2462
C -4.709440 2.217331 0.781319 -0.05 0.24 0.22
O -4.031952 1.995439 2.013623 0.16 -0.18 -0.21
B -3.612265 0.717354 2.319530 -0.69 -0.70 0.08
O -4.009316 -0.289614 1.426129 -0.18 0.65 -0.08
Nb -2.225467 0.173272 4.181107 1.88 0.49 1.16
C -3.604731 1.563449 5.339069 -0.89 0.42 -0.34
C -4.922365 0.955076 5.714514 0.19 -0.22 0.17
C -6.102334 1.248297 4.788145 0.30 0.15 -0.08
N -5.044956 0.203868 6.753524 0.08 0.55 -0.36
C -0.925756 -0.956682 2.693478 -0.08 0.02 -0.15
C -0.502181 -2.422692 2.981495 -0.29 -0.04 -0.11
C -1.183466 -3.152356 4.136146 0.18 -0.42 -0.23
O 0.923442 -2.520763 3.180651 -0.09 0.34 -0.53
H -5.084717 3.244121 0.795055 0.07 -0.07 -0.01
H -4.023123 2.102852 -0.059856 -0.07 -0.06 -0.06
H -5.554276 1.537014 0.664163 0.06 -0.06 -0.07
H -3.850337 -1.107431 1.893837 0.15 -0.40 0.05
H -3.466509 -1.178682 4.347162 -0.38 0.01 -0.38
H -1.397888 -0.465832 5.720030 -0.49 -0.68 0.24
H -1.152770 1.660209 3.956542 -0.18 0.43 -0.32
H -3.104538 1.935279 6.242047 0.27 -0.39 -0.10
H -3.782196 2.432499 4.694405 0.06 -0.05 0.08
H -5.975001 2.212649 4.287741 0.00 -0.11 0.05
H -6.163012 0.491266 3.999799 0.00 -0.01 0.12
H -7.039466 1.274944 5.348665 0.04 -0.16 -0.01
H -6.011037 -0.110491 6.832164 -0.05 -0.02 -0.01
H -1.340280 -0.903137 1.679670 0.11 -0.01 0.07
H -0.002913 -0.357042 2.646909 -0.12 -0.01 0.09
H -0.727348 -3.000553 2.071943 0.08 0.00 0.06
H -0.819425 -4.192051 4.153611 -0.04 0.12 -0.02
H -2.262979 -3.191468 3.997749 0.01 0.17 0.14
H -0.952987 -2.692943 5.099195 -0.17 0.13 -0.05
H 1.048865 -2.937048 4.027185 0.17 -0.15 0.45
C -0.597362 -1.452900 -1.159513 -0.06 -0.02 -0.03
C -0.221092 -1.781937 -2.601846 0.04 0.03 -0.01
C -0.807577 -0.591397 -3.347686 -0.10 0.04 0.02
O -0.745442 0.526042 -2.456822 0.10 -0.20 0.11
C -0.427816 0.057221 -1.131409 0.02 0.10 -0.02
H 0.019860 -1.956965 -0.416862 0.02 0.03 0.02
H -1.640993 -1.714037 -0.968905 0.00 0.00 0.01
H 0.866242 -1.801276 -2.712672 0.00 0.00 0.00
H -0.611547 -2.736701 -2.948379 0.02 -0.01 -0.01
H -1.856878 -0.773301 -3.608067 0.01 -0.02 -0.03
H -0.262674 -0.344250 -4.261406 0.00 0.02 0.00
H 0.605650 0.335754 -0.896955 0.01 0.00 0.01
H -1.086347 0.542551 -0.413660 -0.04 0.07 0.00
C 0.023421 5.275655 -4.327657 0.04 -0.04 -0.01
C -1.030813 4.202202 -4.071390 -0.05 0.05 0.01
C -0.709349 3.788533 -2.642627 0.08 -0.05 0.04
O -0.184110 4.956754 -1.994740 0.03 0.04 -0.14
C 0.102826 5.959764 -2.968250 -0.10 -0.04 0.06
H -0.233570 5.965077 -5.131418 -0.01 0.01 0.00
H 0.981883 4.809244 -4.570817 0.00 0.00 0.01
H -2.030927 4.638864 -4.124098 0.00 -0.01 0.00
H -0.986646 3.364940 -4.766034 0.02 -0.01 0.00
H 0.046974 2.999736 -2.618153 -0.06 -0.05 -0.02
H -1.582472 3.434075 -2.097096 0.03 0.02 0.08
H -0.645047 6.755713 -2.876566 0.04 0.05 -0.07
H 1.089208 6.383930 -2.768531 -0.01 0.00 0.07
C 3.982160 4.355663 -3.127826 -0.04 -0.04 -0.05
C 3.081950 3.642136 -2.121150 0.02 0.05 0.01
C 3.239358 2.190081 -2.543960 0.00 0.05 -0.13
O 4.565597 2.067690 -3.074939 0.00 -0.01 0.00
C 5.130126 3.363539 -3.268367 -0.01 -0.01 0.06
H 4.313021 5.340236 -2.799438 0.01 0.00 0.02
H 3.463625 4.470909 -4.083456 0.01 0.00 0.00
H 3.463731 3.789112 -1.109830 0.01 -0.02 0.04
H 2.047004 3.975870 -2.140379 -0.03 0.04 0.04
H 2.520286 1.924497 -3.327350 -0.02 0.00 0.03
H 3.120587 1.489597 -1.719488 0.03 -0.07 0.05
H 5.895980 3.535969 -2.503181 0.00 0.03 -0.01
H 5.608972 3.396610 -4.248563 0.01 -0.02 0.00
C 5.459337 -0.567545 0.953581 -0.03 -0.05 0.02
C 3.990062 -0.985922 1.012773 0.03 0.03 -0.05
C 3.642230 -0.689853 2.463380 -0.01 -0.02 0.07
O 4.461212 0.422249 2.849466 0.02 -0.01 0.00
C 5.462480 0.652914 1.865683 -0.03 0.00 0.00
H 5.816207 -0.343789 -0.050284 -0.02 0.02 -0.05
H 6.090685 -1.354584 1.373614 -0.01 0.00 0.01
H 3.389984 -0.361964 0.346635 0.00 0.02 -0.02
H 3.818611 -2.027790 0.746798 -0.01 -0.01 0.01
H 3.880654 -1.542992 3.106638 -0.03 -0.02 0.00
H 2.594533 -0.438279 2.611132 0.00 0.01 0.05
H 5.211768 1.561981 1.307903 0.02 0.02 -0.06
H 6.420968 0.810443 2.364969 -0.01 0.01 0.01
C 0.137767 -7.142018 -1.508086 -0.04 -0.01 -0.03
C 0.534966 -7.512646 -2.936288 0.04 0.01 0.02
C -0.056618 -6.352850 -3.728417 -0.03 -0.02 0.05
O -0.010098 -5.217477 -2.867003 -0.01 0.00 -0.04
C 0.293230 -5.627176 -1.530441 0.04 0.02 0.00
H 0.752700 -7.614556 -0.743996 0.02 0.00 0.00
H -0.903936 -7.413278 -1.324419 0.00 0.01 0.00
H 1.622750 -7.521846 -3.033784 0.00 0.01 0.00
H 0.155278 -8.480400 -3.261407 -0.02 0.00 0.01
H -1.099718 -6.550509 -4.000261 0.01 -0.03 -0.01
H 0.500371 -6.128670 -4.639296 0.00 0.02 0.00
H 1.319795 -5.328990 -1.293416 0.00 -0.01 0.02
H -0.380296 -5.115783 -0.842737 -0.01 0.03 -0.01

***

[2]
61
Properties=species:S:1:pos:R:3:forces:R:3 method="wB97M-V/def2-TZVPD" e_lumo_ev=-0.074 fmax_ev_per_a=1.19 total_charge=0 de_lowest_kj_mol=37.2 homo_lumo_gap_ha=0.2688
Pd -0.246441 -0.285932 -0.159719 0.15 -0.23 -1.15
C -1.018776 2.970793 0.719194 0.06 0.05 -0.09
C -0.153906 2.271721 1.717792 0.07 -0.05 0.15
C 0.028887 2.882914 2.987331 -0.01 -0.02 -0.02
C 0.849392 2.314256 3.903758 0.01 -0.04 -0.01
C 1.531594 1.116215 3.583126 0.01 0.01 0.08
C 2.421536 0.493953 4.484438 0.02 -0.02 0.00
C 3.056916 -0.660897 4.121652 -0.02 0.06 0.06
C 2.814212 -1.239069 2.866665 -0.05 -0.03 -0.09
C 1.945159 -0.668131 1.963710 -0.03 0.02 -0.04
S 1.679798 -1.431831 0.401275 -0.51 0.23 -0.01
C 1.288139 0.545045 2.321413 -0.12 -0.09 -0.20
N 0.427697 1.129092 1.415079 0.37 0.61 0.29
H -0.960089 4.046216 0.888187 -0.02 0.01 -0.04
H -2.061177 2.662079 0.808581 -0.01 -0.03 0.02
H -0.715186 2.738963 -0.298879 -0.02 -0.01 0.01
H -0.490386 3.808120 3.193654 -0.01 0.02 0.01
H 1.001889 2.765994 4.876555 0.01 0.01 0.01
H 2.584401 0.946900 5.453830 0.02 0.00 0.03
H 3.743190 -1.144751 4.803937 0.01 0.00 0.02
H 3.306961 -2.163614 2.593836 0.02 -0.02 0.02
O -4.176256 0.889372 -0.173215 0.27 -0.17 -0.02
C -3.181973 0.208322 -0.354491 0.35 0.42 -0.20
O -2.012809 0.663970 -0.727154 -0.40 -0.17 0.28
C -3.234660 -1.316061 -0.220910 0.01 -0.24 -0.16
P -1.606321 -1.884249 0.340367 -0.37 -0.21 0.81
C -1.655446 -1.596142 2.142010 0.10 -0.43 0.28
C -2.484352 -0.640768 2.728955 -0.07 0.00 -0.23
C -2.351917 -0.327202 4.075131 -0.03 0.00 -0.04
C -1.400919 -0.968805 4.851556 0.02 0.03 0.05
C -0.581274 -1.932454 4.282158 0.02 0.00 0.03
C -0.704144 -2.241113 2.939008 -0.06 -0.04 -0.10
C -1.549190 -3.682981 0.122545 0.09 0.19 -0.11
C -0.914668 -4.204537 -0.999761 0.10 0.07 -0.04
C -0.912226 -5.571026 -1.231594 -0.02 -0.02 0.01
C -1.547999 -6.421413 -0.339919 -0.01 0.00 0.01
C -2.183621 -5.904568 0.781145 -0.01 -0.07 0.02
C -2.184399 -4.539979 1.017348 -0.03 0.00 -0.02
H -3.409883 -1.692113 -1.233057 0.06 -0.09 0.04
H -4.034293 -1.684415 0.422387 -0.03 0.15 -0.03
H -3.233479 -0.127841 2.136358 0.01 0.03 0.05
H -2.998668 0.420515 4.515485 -0.01 0.01 -0.01
H -1.296381 -0.718749 5.899495 0.00 0.00 0.01
H 0.166810 -2.432102 4.883470 0.02 -0.02 -0.01
H -0.047578 -2.980979 2.495381 0.03 0.03 0.00
H -0.407926 -3.536209 -1.686177 0.02 0.03 0.02
H -0.410333 -5.970633 -2.102579 0.00 0.00 -0.01
H -1.546078 -7.489380 -0.514053 0.00 -0.01 0.00
H -2.679325 -6.567721 1.477659 0.00 -0.01 0.00
H -2.674739 -4.146947 1.898200 0.00 0.04 0.02
Br 3.808865 3.740632 -2.164523 0.00 0.00 0.01
C 2.456180 2.542756 -2.708761 -0.06 -0.05 -0.01
C 2.114812 2.420438 -4.044486 -0.02 -0.03 0.07
C 1.109998 1.525514 -4.376681 0.03 0.02 0.03
C 0.493757 0.803988 -3.366582 -0.13 -0.03 -0.05
N 0.829971 0.926695 -2.087185 0.06 0.05 0.31
C 1.795797 1.777165 -1.759010 0.15 0.07 -0.04
H 2.619658 3.007650 -4.798731 0.00 0.00 -0.01
H 0.805912 1.393093 -5.405235 -0.01 -0.01 -0.01
H -0.308060 0.108314 -3.583776 0.01 0.01 0.01
H 2.056899 1.846003 -0.708818 -0.02 -0.01 0.00

***

[3]
22
Properties=species:S:1:pos:R:3:forces:R:3 method="wB97M-V/def2-TZVPD" e_lumo_ev=0.988 smiles=CC(C)[C@H](C)N.O fmax_ev_per_a=1.95 total_charge=0 de_lowest_kj_mol=36.5 homo_lumo_gap_ha=0.3929
C -0.335720 -0.212080 1.895835 -0.18 -0.17 -0.55
C 0.621333 -0.427808 0.712882 1.65 -0.55 0.89
C 1.882277 0.442473 0.971213 -0.75 0.19 -0.20
C 0.165280 -0.400587 -0.733870 -0.40 0.58 -0.96
C 1.290913 -0.769693 -1.700616 0.19 0.13 -0.02
N -0.400555 0.927641 -1.151807 -0.02 -0.35 1.08
H -1.319740 -0.643967 1.731850 -0.04 0.02 -0.06
H -0.460884 0.841015 2.144966 -0.07 0.10 -0.06
H 0.117670 -0.709639 2.752298 -0.03 0.11 0.13
H 0.998257 -1.453034 0.837070 -0.22 -0.07 -0.09
H 2.737694 0.165524 0.361055 0.01 0.03 -0.07
H 1.616903 1.488078 0.783339 0.30 0.07 -0.02
H 2.173952 0.382056 2.017476 0.00 -0.09 0.06
H -0.650821 -1.111023 -0.864487 0.00 -0.23 0.17
H 1.827515 -1.688589 -1.463216 -0.17 -0.09 0.23
H 0.915449 -0.879279 -2.717413 -0.14 0.04 -0.03
H 2.028186 0.034849 -1.710237 0.04 -0.01 -0.07
H -0.159834 1.565606 -0.406492 -0.21 0.38 0.08
H 0.032070 1.320432 -1.968252 0.23 -0.21 -0.44
O -2.862308 0.200070 0.085437 0.21 -0.55 0.41
H -3.646141 0.654269 -0.179497 -0.88 0.40 -0.19
H -2.200426 0.475479 -0.559174 0.51 0.25 -0.28

***

[4]
22
Properties=species:S:1:pos:R:3:forces:R:3 method="wB97M-V/def2-TZVPD" e_lumo_ev=-2.653 fmax_ev_per_a=1.43 total_charge=+1 de_lowest_kj_mol=85.0 homo_lumo_gap_ha=0.3870
C 2.107814 -1.892054 -1.829091 -1.05 -0.85 -0.48
C 0.975033 -2.109244 -0.851190 0.82 0.71 0.49
O 0.251280 -1.182065 -0.490761 -0.16 0.14 0.01
N 0.818898 -3.339159 -0.329602 -0.56 -0.14 0.15
H -0.020148 -3.466996 0.212739 0.11 -0.10 0.14
H 1.390927 -4.148903 -0.490886 0.12 0.20 -0.33
H 2.353002 -2.871089 -2.241502 0.45 0.23 -0.17
H 2.972050 -1.387650 -1.439708 0.30 0.04 0.53
H 1.704121 -1.265634 -2.618729 0.01 0.01 -0.18
C -0.423360 2.948569 -0.264834 -0.08 0.31 -0.22
C -1.087496 1.099710 1.157366 0.14 1.04 -0.59
N -2.365584 1.243811 0.795701 0.00 0.00 1.04
N -0.116918 1.722820 0.451730 -0.63 -0.46 -0.01
N -0.779414 0.453961 2.271932 0.12 -0.74 -0.20
H -2.631770 2.010135 0.198686 0.09 -0.24 -0.27
H -3.033976 1.010045 1.512925 -0.31 0.06 -0.14
H 0.564050 1.074542 0.088343 0.36 -0.09 -0.11
H 0.185755 0.353204 2.548563 0.00 0.09 -0.21
H -1.406888 -0.250186 2.617653 -0.13 -0.11 0.16
H -1.254181 3.017457 -0.970819 -0.08 -0.87 -0.11
H 0.429560 3.301826 -0.808834 0.60 -0.09 -0.14
H -0.632760 3.676900 0.480308 -0.11 0.86 0.64

***

[5]
10
Properties=species:S:1:pos:R:3:forces:R:3 method="wB97M-V/def2-TZVPD" e_lumo_ev=0.291 smiles=Fc1nnn(S)c1S fmax_ev_per_a=1.87 total_charge=0 de_lowest_kj_mol=16.5 homo_lumo_gap_ha=0.3507
F -2.652216 -0.153889 -0.105631 -0.01 0.16 -0.10
C -1.361683 -0.427021 -0.168423 -0.23 -0.64 0.09
N -0.926753 -1.703971 -0.199450 -1.30 -0.25 -0.16
N 0.329153 -1.743242 -0.246957 1.36 0.92 0.39
N 0.782135 -0.423724 -0.163298 0.21 -1.71 -0.16
S 2.479414 -0.145286 -0.209206 -0.14 -0.07 0.92
C -0.309512 0.410531 -0.169395 1.21 0.63 0.33
S -0.013994 2.106806 -0.231212 -1.30 1.19 0.63
H 2.881160 -0.445899 1.118789 -0.95 0.34 -1.33
H -1.207704 2.525695 0.374780 1.14 -0.57 -0.62

***

[6]
17
Properties=species:S:1:pos:R:3:forces:R:3 method="wB97M-V/def2-TZVPD" e_lumo_ev="-5.429 / -5.307" fmax_ev_per_a=4.50 total_charge=+1 de_lowest_kj_mol=527.6 homo_lumo_gap_ha="0.3257 / 0.3269"
C -0.478721 0.408908 0.033336 4.18 -1.61 0.05
C -0.456947 1.838199 -0.289926 -1.77 -0.15 -0.49
C 2.439361 0.120125 -0.044013 -0.07 -0.27 0.28
C -1.611650 -1.761464 0.250443 -2.85 0.31 -0.09
N 1.392235 -0.808814 0.204895 -4.39 0.76 -0.62
N -1.485106 -0.335874 -0.087406 -2.01 0.57 -1.40
H -0.626849 2.393789 0.605142 0.01 0.32 1.02
H 0.344999 2.327402 -0.789828 1.08 -0.41 -0.36
H -1.366174 2.039304 -0.880797 0.18 0.06 -0.06
H 3.379452 -0.391812 -0.194820 0.25 -0.81 0.02
H 2.273504 0.591797 -0.996054 -0.23 0.26 -0.42
H 2.630518 0.827928 0.709003 0.10 1.10 1.06
H -2.621764 -2.221081 -0.082065 1.97 0.95 -0.68
H -1.875139 -1.816890 1.295024 1.24 -0.16 0.75
H -0.713864 -2.137575 -0.161686 0.65 -1.50 0.18
H 1.010671 -1.150950 1.110085 1.58 0.86 -0.17
H -2.234522 0.077002 -0.681339 0.09 -0.28 0.93